No. 1
Entry from OMol25: one molecule with the formula C17H18N4O2S2 (the ωB97M-V functional and the def2-TZVPD basis).

Atoms and positions in Å:
C (-2.844, -2.076, 2.249)
C (-2.418, -0.719, 1.833)
C (-1.243, -0.040, 1.984)
C (-1.482, 1.183, 1.308)
N (-0.615, 2.226, 1.068)
C (0.719, 2.228, 1.373)
O (1.231, 1.483, 2.171)
C (1.505, 3.237, 0.555)
S (1.115, 2.946, -1.208)
C (1.246, 1.161, -1.110)
N (2.392, 0.748, -0.624)
C (2.554, -0.543, -0.338)
C (3.855, -0.948, 0.195)
C (3.901, -2.036, 1.240)
C (4.383, -2.322, -0.136)
N (1.605, -1.459, -0.482)
C (0.467, -1.041, -0.989)
S (-0.914, -2.065, -1.187)
C (-1.843, -0.722, -1.821)
C (-3.267, -0.927, -2.193)
C (-1.145, 0.443, -1.880)
C (-1.749, 1.714, -2.380)
C (0.188, 0.292, -1.389)
N (-2.698, 1.217, 0.811)
O (-3.285, 0.037, 1.140)
H (-3.923, -2.101, 2.377)
H (-2.569, -2.799, 1.481)
H (-2.352, -2.354, 3.177)
H (-0.345, -0.339, 2.478)
H (-0.962, 2.912, 0.409)
H (1.212, 4.264, 0.770)
H (2.572, 3.096, 0.721)
H (4.554, -0.127, 0.272)
H (2.954, -2.456, 1.539)
H (4.620, -1.927, 2.038)
H (5.443, -2.419, -0.312)
H (3.762, -2.939, -0.767)
H (-3.449, -0.586, -3.212)
H (-3.532, -1.978, -2.119)
H (-3.910, -0.352, -1.526)
H (-2.339, 1.521, -3.274)
H (-0.980, 2.442, -2.617)
H (-2.416, 2.125, -1.621)

Atoms 1-2, force components in eV/Å:
C -0.089 0.113 -0.169
C 0.702 0.399 0.106

Summary:
SMILES string = Cc1cc(NC(=O)CSc2nc(C3CC3)nc3sc(C)c(C)c23)no1
ΔE to the lowest compared entry with this formula, charge and spin = 26.9 kcal/mol
frontier orbital gap = 8.498 eV
strongest force on any atom = 0.02457 Eh/bohr

***

No. 2
Entry from OMol25: a 2-piece molecular cluster, C9H14S overall (the ωB97M-V functional and the def2-TZVPD basis).

Atoms and positions in Å:
C (0.492, 2.174, 2.331)
C (0.873, 2.656, 1.293)
C (-2.637, 0.156, 0.065)
C (-1.343, 0.306, -0.251)
C (0.216, 1.145, 3.371)
C (1.194, 0.093, -2.456)
C (0.048, -3.465, -1.252)
C (1.020, -0.185, -0.981)
C (-0.420, -0.684, -0.640)
S (-1.055, -2.160, -1.083)
H (-3.255, 0.912, 0.455)
H (-3.111, -0.773, -0.240)
H (-0.898, 1.228, -0.144)
H (1.101, 0.877, 3.947)
H (-0.311, 0.386, 2.898)
H (-0.536, 1.566, 3.971)
H (0.888, 1.108, -2.769)
H (0.714, -0.631, -3.124)
H (2.316, 0.052, -2.720)
H (1.088, -3.238, -1.302)
H (-0.426, -4.413, -1.168)
H (1.193, 3.482, 0.700)
H (1.655, -1.175, -0.743)
H (1.193, 0.582, -0.158)

Atoms 1-2, force components in eV/Å:
C 0.721 -1.779 -0.054
C -0.075 1.336 0.696

Summary:
ΔE to the lowest compared entry with this formula, charge and spin = 141.5 kcal/mol
frontier orbital gap (alpha / beta) = 7.184 / 7.220 eV
strongest force on any atom = 0.08441 Eh/bohr

***

No. 3
Entry from OMol25: a 3-piece molecular cluster, C4H9NO2 overall (the ωB97M-V functional and the def2-TZVPD basis).

Atoms and positions in Å:
C (-0.379, 0.861, 2.452)
N (-0.581, -0.402, 2.710)
C (0.420, -1.250, 0.114)
C (0.292, -0.356, -1.078)
C (0.916, 0.840, -1.271)
O (-0.840, 0.209, -3.357)
O (0.718, 1.219, 1.838)
H (-1.029, 1.628, 2.976)
H (-1.360, -0.518, 3.358)
H (-0.457, -1.352, 0.701)
H (0.866, -2.264, -0.159)
H (1.104, -0.826, 0.937)
H (-0.176, -0.659, -2.098)
H (0.964, 1.560, -0.491)
H (0.960, 1.101, -2.453)
H (-1.419, 0.208, -4.176)

Atoms 1-2, force components in eV/Å:
C 2.946 0.702 0.041
N -0.397 -0.550 0.314

Summary:
ΔE to the lowest compared entry with this formula, charge and spin = 250.8 kcal/mol
frontier orbital gap = 3.590 eV
strongest force on any atom = 0.07174 Eh/bohr

***

No. 4
Entry from OMol25: an isolated ion of composition C4H8N3OS2 and charge +1 (the ωB97M-V functional and the def2-TZVPD basis).

Atoms and positions in Å:
C (-0.306, -0.128, 0.288)
C (-0.634, 0.473, -0.929)
C (1.590, 0.525, -2.394)
C (-1.396, -0.232, 1.297)
N (0.257, 0.669, -2.128)
N (2.441, 0.175, -1.459)
N (0.899, -0.600, 0.567)
O (-1.881, 0.888, -1.099)
S (2.016, 0.853, -4.013)
S (4.045, 0.078, -1.787)
H (-2.289, -0.677, 0.860)
H (-1.679, 0.763, 1.639)
H (-1.081, -0.824, 2.151)
H (-0.261, 0.987, -2.941)
H (1.067, -1.008, 1.474)
H (1.671, -0.437, -0.098)
H (-2.061, 1.312, -1.949)
H (4.365, -0.272, -0.521)

Atoms 1-2, force components in eV/Å:
C -0.062 -0.184 0.387
C 2.446 0.606 -3.377

Summary:
total charge = +1
ΔE to the lowest compared entry with this formula, charge and spin = 15.1 kcal/mol
frontier orbital gap (alpha / beta) = 5.637 / 7.352 eV
strongest force on any atom = 0.09569 Eh/bohr

***

No. 5
Entry from OMol25: C27H22CeN5O2S as an isolated structure (the ωB97M-V functional and the def2-TZVPD basis).

Atoms and positions in Å:
Ce (-1.409, 0.533, -0.007)
C (4.408, -1.533, 4.104)
C (3.479, -0.967, 3.069)
C (3.883, 0.054, 2.212)
C (3.019, 0.605, 1.284)
C (1.714, 0.135, 1.142)
N (0.825, 0.731, 0.206)
C (1.382, 1.171, -1.028)
C (2.241, 0.335, -1.757)
C (2.756, 0.723, -2.973)
C (2.411, 1.950, -3.554)
C (2.925, 2.337, -4.909)
C (1.541, 2.767, -2.857)
C (1.046, 2.390, -1.608)
N (0.181, 3.325, -0.948)
C (0.257, 4.666, -0.918)
C (-0.899, 5.147, -0.343)
C (-1.650, 4.009, -0.056)
N (-0.991, 2.909, -0.422)
C (1.308, -0.876, 2.006)
C (2.169, -1.408, 2.959)
N (-0.026, -1.408, 1.960)
C (-0.349, -2.706, 2.104)
C (-1.688, -2.793, 2.401)
C (-2.118, -1.469, 2.435)
N (-1.124, -0.607, 2.185)
H (5.445, -1.474, 3.775)
H (4.192, -2.581, 4.314)
H (4.333, -0.985, 5.045)
H (4.893, 0.439, 2.280)
H (3.366, 1.405, 0.644)
H (2.510, -0.625, -1.336)
H (3.426, 0.054, -3.498)
H (3.954, 2.011, -5.053)
H (2.886, 3.415, -5.060)
H (2.329, 1.874, -5.699)
H (1.220, 3.709, -3.285)
H (1.132, 5.161, -1.305)
H (-1.155, 6.173, -0.151)
H (-2.626, 3.923, 0.397)
H (1.790, -2.170, 3.630)
H (0.412, -3.459, 1.973)
H (-2.271, -3.685, 2.546)
H (-3.098, -1.059, 2.620)
O (-3.610, 0.507, 0.710)
C (-3.764, -0.042, -0.436)
O (-3.163, 0.561, -1.389)
C (-4.105, -1.460, -0.587)
C (-5.350, -1.949, -0.206)
C (-5.612, -3.303, -0.310)
C (-4.604, -4.153, -0.755)
C (-3.349, -3.663, -1.085)
C (-3.063, -2.301, -1.025)
S (-1.342, -1.809, -1.309)
H (-6.114, -1.270, 0.152)
H (-6.583, -3.699, -0.049)
H (-4.793, -5.216, -0.836)
H (-2.575, -4.351, -1.399)

Atoms 1-2, force components in eV/Å:
Ce 2.275 0.072 0.088
C 0.124 -0.073 0.033

Summary:
total charge = +1
ΔE to the lowest compared entry with this formula, charge and spin = 0.0 kcal/mol
frontier orbital gap (alpha / beta) = 6.423 / 6.421 eV
strongest force on any atom = 0.04430 Eh/bohr

***

No. 6
Entry from OMol25: a 2-piece molecular cluster, C8H11BrO overall (the ωB97M-V functional and the def2-TZVPD basis).

Atoms and positions in Å:
C (0.012, -1.182, 1.768)
C (0.302, -0.751, 0.544)
C (0.621, -1.470, -0.724)
C (2.152, -1.627, -0.832)
C (-0.019, 0.617, 0.267)
C (-0.147, 1.731, 1.115)
C (-0.754, 2.681, 0.288)
C (-0.764, 2.251, -1.020)
O (-0.327, 0.991, -1.026)
H (-0.127, -2.267, 1.958)
H (-0.219, -0.633, 2.669)
H (0.419, -0.842, -1.581)
H (0.079, -2.463, -0.854)
H (2.556, -1.921, 0.181)
H (2.415, -2.300, -1.552)
H (2.503, -0.606, -1.097)
H (0.123, 1.565, 2.179)
H (-1.013, 3.611, 0.531)
H (-1.120, 2.740, -1.946)
Br (-3.146, -0.551, 0.105)
H (-3.544, 0.425, -0.973)

Atoms 1-2, force components in eV/Å:
C -0.027 -2.602 0.422
C -1.417 0.530 -0.583

Summary:
SMILES string = C=C(CC)c1ccco1.Br
ΔE to the lowest compared entry with this formula, charge and spin = 24.9 kcal/mol
frontier orbital gap = 8.379 eV
strongest force on any atom = 0.07499 Eh/bohr